Model w:
Molecular formula: C5H9NSi
Method: DFT, wB97M-V/def2-TZVPD

Element x y z (Å)
C (0.580, 0.871, -0.551)
C (1.567, 0.208, -1.197)
C (2.146, -0.772, -0.284)
C (1.386, -0.474, 1.020)
C (0.464, 0.477, 0.864)
H (-0.325, 1.412, -0.920)
H (1.559, 0.024, -2.210)
H (3.274, -0.555, 0.060)
H (1.983, -1.868, -0.577)
H (1.623, -1.019, 1.899)
H (-0.145, 0.889, 1.753)
N (-1.905, -0.398, 0.539)
Si (-2.976, 0.549, -0.212)
H (-2.129, -1.039, 1.295)
H (-2.563, 1.367, -1.327)
H (-4.541, 0.329, -0.153)

Values from the calculation:
spin multiplicity: 1
gap between HOMO and LUMO: 7.70 eV

Model x:
Molecular formula: C5H9NSi
Method: DFT, wB97M-V/def2-TZVPD

Element x y z (Å)
N (1.653, -0.656, -1.684)
C (1.250, -0.544, -0.301)
C (-0.027, -1.294, 0.062)
C (-1.197, -0.856, 0.573)
C (-1.773, 0.432, 1.011)
C (-1.213, 1.651, 0.938)
Si (0.605, 1.381, 0.149)
H (0.872, -0.467, -2.301)
H (2.003, -1.586, -1.904)
H (2.069, -0.869, 0.337)
H (0.012, -2.359, -0.176)
H (-1.930, -1.649, 0.698)
H (-2.775, 0.314, 1.419)
H (-1.680, 2.564, 1.249)
H (0.562, 2.003, -1.179)
H (1.569, 1.935, 1.110)

Values from the calculation:
spin multiplicity: 1
gap between HOMO and LUMO: 9.25 eV

Of them, the most stable is model x and the least stable is model w.

Model w:
Molecular formula: C6H10O
Method: DFT, wB97M-V/def2-TZVPD

Element x y z (Å)
O (-1.635, 0.713, -2.394)
C (-1.470, -0.148, -1.604)
C (-0.171, -0.334, -0.797)
C (-0.402, -1.148, 0.481)
C (0.180, -0.400, 1.669)
C (1.971, 1.319, 1.229)
C (1.603, 0.044, 1.385)
H (-2.277, -0.864, -1.337)
H (0.681, -0.685, -1.378)
H (0.107, 0.695, -0.548)
H (0.103, -2.115, 0.411)
H (-1.439, -1.405, 0.685)
H (-0.400, 0.451, 2.006)
H (0.263, -1.007, 2.579)
H (1.271, 2.158, 1.263)
H (3.009, 1.602, 1.063)
H (2.372, -0.713, 1.417)

Values from the calculation:
total charge: +1
spin multiplicity: 2
<S²>: 0.758
gap between HOMO and LUMO (alpha / beta): 8.47 / 3.74 eV

Model x:
Molecular formula: C6H10O
Method: DFT, wB97M-V/def2-TZVPD

Element x y z (Å)
C (-0.683, -3.219, -0.469)
C (-1.112, -1.799, -0.177)
C (-0.442, -0.650, -0.575)
C (-0.695, 0.757, -0.115)
C (0.406, 1.487, 0.271)
O (1.513, 0.630, 0.608)
C (0.747, 2.983, 0.378)
H (-0.308, -3.775, 0.394)
H (0.029, -3.150, -1.281)
H (-1.609, -3.787, -0.731)
H (-2.132, -1.913, 0.156)
H (0.484, -0.794, -1.167)
H (-1.654, 1.300, -0.183)
H (1.277, -0.352, 0.771)
H (-0.124, 3.593, -0.020)
H (1.021, 3.123, 1.487)
H (1.592, 3.357, -0.172)

Values from the calculation:
total charge: +1
spin multiplicity: 2
<S²>: 0.768
gap between HOMO and LUMO (alpha / beta): 9.69 / 7.41 eV

Of them, the most stable is model x and the least stable is model w.

Model w:
Molecular formula: C3H6OS
Method: DFT, wB97M-V/def2-TZVPD

Element x y z (Å)
C (0.461, 1.434, -0.017)
C (-0.187, 0.108, -0.127)
C (0.843, -1.118, -0.051)
H (1.230, 1.585, 0.721)
H (0.876, 1.563, -1.028)
H (-0.302, 2.065, 0.037)
H (0.699, -1.932, 1.039)
H (0.520, -2.011, -0.998)
H (2.237, 0.315, 0.980)
O (2.074, -0.213, -0.048)
S (-1.784, -0.152, 0.050)

Values from the calculation:
spin multiplicity: 1
gap between HOMO and LUMO: 8.24 eV

Model x:
Molecular formula: C3H6OS
Method: DFT, wB97M-V/def2-TZVPD

Element x y z (Å)
C (-0.860, -0.306, -0.030)
C (-0.459, 0.987, -0.515)
C (1.212, -0.721, 0.357)
H (-0.836, -0.268, 1.220)
H (-1.809, -0.687, -0.131)
H (-0.535, 1.810, 0.327)
H (-0.795, 1.342, -1.482)
H (2.044, -1.428, -0.032)
H (0.717, -0.491, 1.596)
O (0.039, -1.070, -0.484)
S (1.282, 0.831, -0.825)

Values from the calculation:
spin multiplicity: 1
gap between HOMO and LUMO: 8.97 eV

Model y:
Molecular formula: C3H6OS
Method: DFT, wB97M-V/def2-TZVPD

Element x y z (Å)
O (0.153, -1.723, 1.543)
C (-0.314, -0.374, 1.484)
C (-0.460, -0.183, -0.044)
C (0.867, -0.060, -0.899)
S (-0.243, 1.309, -1.120)
H (1.048, -1.674, 0.928)
H (0.405, 0.256, 1.941)
H (-1.246, -0.286, 1.956)
H (-1.064, -0.933, -0.490)
H (1.823, -0.015, -0.305)
H (1.150, -0.803, -1.707)

Values from the calculation:
spin multiplicity: 1
gap between HOMO and LUMO: 9.87 eV

Of them, the most stable is model y and the least stable is model w.